Here is 2 unconnected molecules or ions with the total composition C4H11N3 at a distorted geometry from OMol25. Energies are from wB97M-V/def2-TZVPD.

Geometry as XYZ:
```
18
Properties=species:S:1:pos:R:3:forces:R:3
C -1.290 -0.452 -0.406 -0.76 -0.25 -0.49
C 1.553 0.707 0.737 -3.58 -1.61 0.72
C -2.420 -1.431 -0.316 -0.21 -0.17 -0.11
C 2.381 0.588 -0.388 0.93 -0.17 -1.15
N -1.195 0.289 -1.484 0.14 0.22 -0.18
N 1.542 1.153 1.908 0.03 0.23 0.37
N -0.504 -0.369 0.618 3.71 2.02 0.77
H -2.233 -2.247 -1.017 0.02 0.01 -0.04
H -2.532 -1.857 0.677 0.04 0.04 0.07
H -3.352 -0.937 -0.591 0.02 0.00 0.00
H 3.409 0.911 -0.152 -0.12 0.02 0.10
H 2.022 1.197 -1.224 -0.09 0.13 0.08
H 2.424 -0.444 -0.759 -0.08 -0.02 0.20
H -1.889 0.218 -2.216 0.02 -0.06 0.08
H -0.491 1.001 -1.607 -0.05 -0.05 0.05
H 2.345 1.656 2.319 0.04 -0.09 -0.25
H 0.738 1.067 2.537 -0.04 -0.04 -0.21
H -0.508 -1.049 1.364 -0.03 -0.24 -0.02
```
Forces are in eV/Å.

E_HOMO (alpha / beta), hartree: -0.705 / -0.705
Kohn-Sham gap (alpha / beta), eV: 8.1 / 8.1
Maximum force, hartree/bohr: 0.0835
Total charge: +2
ΔE to the lowest compared entry with this formula, charge and spin, kJ/mol: 252.8

=====

Here is a molecular structure, C26H47AuO2Si2 at a distorted geometry from OMol25. Energies are from wB97M-V/def2-TZVPD.

Geometry as XYZ:
```
78
Properties=species:S:1:pos:R:3:forces:R:3
O 0.466 3.104 -1.942 0.30 0.11 -0.86
C 1.253 2.929 -3.159 0.14 -0.29 0.39
C 0.297 3.769 -4.000 -0.15 -0.16 0.40
H 1.289 1.864 -3.422 0.25 0.31 -0.03
H 2.264 3.350 -3.070 -0.17 -0.24 0.13
C -0.480 3.938 -2.668 -0.26 0.26 -0.29
H -0.240 3.195 -4.760 0.07 0.27 -0.01
H 0.731 4.689 -4.395 -0.18 -0.17 -0.09
C -1.861 3.319 -2.662 -0.12 0.05 0.05
H -1.821 2.268 -2.978 0.01 0.22 0.05
H -2.502 3.880 -3.357 0.02 -0.17 0.18
H -2.292 3.364 -1.653 0.00 0.00 -0.28
C -0.488 5.358 -2.138 -0.12 0.14 0.03
H 0.501 5.821 -2.230 -0.13 -0.13 0.10
H -0.802 5.373 -1.087 0.10 0.00 -0.17
H -1.192 5.965 -2.721 0.10 -0.10 0.11
Au -0.655 -1.155 0.444 -0.33 -0.01 0.71
C 0.953 3.013 2.500 -0.12 0.97 -0.34
C 1.704 2.113 1.686 1.08 0.22 -2.50
C 2.035 2.789 0.476 0.08 -2.53 2.21
H 1.990 1.091 1.937 -0.23 0.36 -0.11
C 1.535 4.122 0.566 -1.32 1.17 1.87
C 0.852 4.256 1.809 0.41 0.03 -0.99
H 0.345 5.153 2.162 0.20 -0.31 -0.09
H 0.537 2.785 3.479 0.13 0.08 -0.29
H 2.579 2.355 -0.359 -0.12 0.16 0.24
H 1.675 4.911 -0.164 -0.07 -0.20 0.11
C -3.025 0.512 2.250 0.07 -0.22 -0.39
C -2.277 1.664 1.822 0.50 0.30 -1.38
C -1.852 1.475 0.509 -0.44 0.67 1.42
H -2.122 2.548 2.434 0.18 -0.21 -0.18
C -2.320 0.162 0.045 -1.59 -0.36 1.62
C -3.097 -0.391 1.185 0.70 0.00 -1.30
H -3.679 -1.313 1.141 0.25 0.35 0.10
H -3.471 0.406 3.242 0.14 -0.10 -0.44
H -1.287 2.180 -0.100 0.02 -0.26 0.29
H -2.587 -0.036 -0.989 0.10 0.07 0.18
O -0.577 -1.150 -1.882 -0.28 0.11 -1.89
C -1.587 -1.698 -2.794 0.55 -0.37 0.43
C -1.313 -1.078 -4.157 -0.19 0.53 0.18
H -2.595 -1.483 -2.406 0.50 -0.05 -0.03
H -1.441 -2.790 -2.822 -0.12 0.23 0.04
C 0.192 -0.770 -4.139 0.27 -0.32 -0.09
H -1.895 -0.154 -4.267 0.13 -0.17 0.02
H -1.600 -1.748 -4.968 0.05 0.03 0.05
C 0.598 -0.773 -2.663 0.19 -0.03 0.74
H 0.439 0.185 -4.614 -0.14 -0.19 0.00
H 0.752 -1.559 -4.658 -0.15 0.23 0.01
H 0.933 0.212 -2.293 -0.29 -0.42 -0.07
H 1.409 -1.498 -2.458 -0.44 0.32 -0.07
C -0.531 -4.758 0.684 -0.15 -0.37 -0.16
Si 1.127 -3.894 0.861 -0.14 1.21 0.85
C 2.217 -4.825 2.092 0.07 -0.38 -0.30
C 1.945 -3.990 -0.829 0.27 -0.02 -0.14
C 0.886 -2.117 1.504 0.34 -0.28 0.02
Si 0.525 -1.915 3.350 0.39 -0.07 -0.92
C 2.084 -2.210 4.371 0.16 -0.14 0.31
C 0.036 -0.192 3.904 -0.11 0.54 0.07
C -0.887 -3.040 3.861 -0.23 -0.26 0.19
H -0.527 -5.319 -0.263 -0.11 0.03 0.26
H -1.367 -4.046 0.647 0.19 -0.17 0.07
H -0.698 -5.472 1.502 -0.09 0.14 -0.20
H 2.403 -5.836 1.700 0.05 0.08 0.18
H 3.189 -4.328 2.210 -0.20 -0.10 -0.03
H 1.760 -4.928 3.085 0.04 0.09 -0.22
H 1.398 -3.419 -1.593 0.09 -0.15 0.23
H 2.982 -3.626 -0.792 -0.22 -0.02 -0.07
H 1.979 -5.042 -1.152 -0.01 0.26 0.06
H 1.779 -1.517 1.240 0.01 -0.24 0.19
H 2.449 -1.239 4.733 0.02 -0.27 -0.08
H 1.854 -2.817 5.258 0.16 0.06 -0.11
H 2.895 -2.695 3.818 -0.17 0.03 0.13
H -0.361 0.442 3.101 0.07 -0.15 0.15
H -0.743 -0.275 4.675 0.13 0.08 -0.07
H 0.900 0.316 4.358 -0.26 -0.02 -0.15
H -1.752 -2.418 4.133 0.14 -0.22 -0.07
H -1.210 -3.740 3.080 0.11 0.15 0.18
H -0.602 -3.622 4.749 -0.15 0.06 -0.15
```
Forces are in eV/Å.

E_HOMO (alpha / beta), hartree: -0.281 / -0.278
Kohn-Sham gap (alpha / beta), eV: 8.1 / 5.6
Expectation value of S²: 2.0418
Maximum force, hartree/bohr: 0.0654
Spin multiplicity: 3
ΔE to the lowest compared entry with this formula, charge and spin, kJ/mol: 0.0

=====

Here is a molecular structure, C37H40BrFN6O11STi at a distorted geometry from OMol25. Energies are from wB97M-V/def2-TZVPD.

Geometry as XYZ:
```
98
Properties=species:S:1:pos:R:3:forces:R:3
Ti 0.525 0.611 -0.711 -0.90 2.51 1.40
C -2.183 -3.143 4.902 -0.21 0.10 -0.15
C -3.146 -3.242 3.715 0.01 -0.31 0.42
C -3.400 -4.717 3.404 -0.28 0.21 -0.09
C -4.273 -4.857 2.167 0.16 0.04 0.07
C -3.568 -4.193 1.020 0.01 0.13 0.01
C -3.710 -4.693 -0.279 0.10 0.03 -0.21
C -3.039 -4.077 -1.315 -0.13 -0.01 0.20
F -3.211 -4.568 -2.573 0.09 0.04 0.01
C -2.225 -2.988 -1.116 -0.03 -0.15 -0.06
C -2.071 -2.474 0.185 0.35 0.31 -0.12
C -1.262 -1.318 0.405 -0.88 -0.82 1.26
O -0.598 -0.776 -0.570 -2.16 -2.52 -0.14
C -1.343 -0.708 1.694 -0.15 -0.22 -0.38
C -2.026 -1.330 2.697 0.31 0.53 -0.15
N -2.605 -2.567 2.544 0.26 0.04 0.14
C -2.753 -3.094 1.266 -0.32 -0.33 -0.54
C -0.816 0.686 1.869 -0.29 0.37 0.67
O -1.314 1.420 2.720 0.11 -0.11 0.03
O 0.103 1.054 1.045 -0.83 0.37 3.10
H -2.517 -3.805 5.698 -0.06 -0.04 0.07
H -2.125 -2.137 5.304 0.06 0.06 0.06
H -1.187 -3.447 4.591 0.14 -0.03 -0.03
H -4.104 -2.769 3.990 0.05 -0.08 -0.02
H -3.868 -5.190 4.271 0.07 0.07 0.04
H -2.441 -5.205 3.220 0.07 -0.06 0.05
H -5.248 -4.389 2.343 -0.02 -0.06 0.03
H -4.448 -5.910 1.935 -0.05 0.01 -0.01
H -4.335 -5.553 -0.466 -0.06 -0.10 -0.06
H -1.686 -2.523 -1.926 0.01 0.01 -0.11
H -2.131 -0.844 3.651 -0.02 0.06 0.08
C 4.024 -0.307 -1.976 -0.24 0.10 0.11
C 3.325 0.474 -0.862 0.94 0.45 -0.14
C 4.323 0.814 0.250 -0.40 -0.03 -0.17
O 2.244 -0.264 -0.273 1.27 -1.53 -0.46
C 2.758 1.804 -1.441 1.33 0.12 -0.30
O 3.420 2.476 -2.213 0.04 -0.13 0.04
O 1.594 2.120 -1.003 0.79 1.99 -0.16
H 4.423 -1.242 -1.585 0.02 -0.08 0.05
H 4.835 0.301 -2.370 0.03 0.03 0.03
H 3.339 -0.526 -2.793 0.08 -0.01 -0.06
H 4.798 -0.095 0.616 0.01 -0.07 0.02
H 3.807 1.287 1.083 0.07 -0.02 -0.02
H 5.084 1.493 -0.122 0.10 0.07 -0.08
H 1.987 -1.063 -0.919 0.49 0.38 0.74
Br 0.532 -5.172 -6.204 -0.02 0.14 0.10
C 0.355 -3.326 -5.727 -0.21 -0.37 -1.01
C -0.050 -2.443 -6.725 0.12 0.36 0.62
C -0.164 -1.092 -6.387 -0.11 -0.57 -0.75
C 0.115 -0.656 -5.118 0.44 -0.26 1.29
C 0.529 -1.561 -4.116 -0.65 -0.83 -2.40
C 0.642 -2.932 -4.451 0.02 1.11 0.83
C 0.875 -1.109 -2.790 1.33 0.67 2.89
O 1.391 -1.920 -1.950 -0.74 0.54 -1.81
O 0.700 0.146 -2.494 0.48 -2.76 -4.95
H -0.261 -2.789 -7.724 -0.01 -0.06 -0.03
H -0.467 -0.385 -7.147 -0.02 0.04 -0.02
H 0.051 0.393 -4.868 -0.01 0.05 0.05
H 0.951 -3.627 -3.687 0.05 -0.05 0.03
C -1.154 2.249 -2.684 0.02 0.04 -0.40
N -1.178 1.996 -1.233 -0.08 0.14 -0.27
C -2.506 1.455 -0.894 -0.35 -0.33 0.15
N -3.577 2.366 -1.279 -0.25 -0.14 0.05
C -3.489 2.603 -2.714 -0.15 0.00 -0.05
N -2.204 3.174 -3.094 0.03 0.04 -0.37
C -2.024 4.425 -2.367 -0.02 0.16 -0.04
N -2.083 4.227 -0.927 0.02 0.30 0.08
C -1.033 3.294 -0.540 0.20 0.44 0.32
C -3.369 3.635 -0.589 -0.15 0.10 0.08
H -1.301 1.299 -3.209 0.08 0.15 0.15
H -0.175 2.663 -2.954 -0.13 -0.13 0.09
H -2.568 1.293 0.188 0.09 -0.02 -0.18
H -2.653 0.500 -1.412 0.13 0.13 0.12
H -4.287 3.294 -3.008 0.04 -0.05 0.00
H -3.628 1.653 -3.240 0.00 0.04 0.01
H -2.814 5.124 -2.667 0.07 -0.02 0.02
H -1.050 4.847 -2.630 -0.05 0.01 0.02
H -1.082 3.136 0.542 0.08 -0.09 -0.16
H -0.059 3.723 -0.798 -0.14 -0.17 0.06
H -4.169 4.326 -0.876 0.03 -0.02 0.04
H -3.408 3.464 0.490 -0.01 0.02 -0.04
N 1.953 3.436 1.907 -0.18 -0.03 -0.14
C 2.989 2.976 2.715 0.06 0.11 0.23
C 4.094 3.785 2.984 -0.07 -0.10 -0.08
C 5.088 3.345 3.841 0.05 0.14 -0.11
C 4.996 2.103 4.432 0.68 -0.20 0.57
C 3.923 1.282 4.157 -0.22 -0.01 -0.14
C 2.919 1.711 3.307 -0.06 0.11 0.02
S 6.295 1.520 5.543 0.29 -0.01 0.17
O 7.123 0.632 4.723 -0.21 0.14 0.10
O 5.589 0.827 6.622 0.05 0.13 -0.28
O 7.004 2.726 5.984 -0.27 -0.20 -0.20
H 2.242 4.077 1.182 -0.03 -0.15 0.00
H 1.351 2.695 1.559 0.01 0.17 -0.03
H 4.164 4.757 2.507 0.00 0.07 0.02
H 5.954 3.950 4.066 0.03 0.11 0.02
H 3.897 0.303 4.610 -0.11 -0.12 0.08
H 2.074 1.076 3.071 -0.06 -0.06 0.02
```
Forces are in eV/Å.

E_HOMO (alpha / beta), hartree: -0.046 / -0.098
Kohn-Sham gap (alpha / beta), eV: 4.5 / 5.9
Expectation value of S²: 2.0369
Maximum force, hartree/bohr: 0.1107
Spin multiplicity: 3
Total charge: -2
ΔE to the lowest compared entry with this formula, charge and spin, kJ/mol: 153.6

=====

Here is C5H8O in the gas phase at a distorted geometry from OMol25. Energies are from wB97M-V/def2-TZVPD.

Geometry as XYZ:
```
14
Properties=species:S:1:pos:R:3:forces:R:3
C 0.287 -2.073 -1.519 0.29 0.97 0.66
C 1.130 -1.076 -1.187 -1.15 -1.18 -2.02
C 0.974 -0.115 -0.078 0.24 0.10 1.19
C -0.480 0.003 0.418 0.00 0.14 -1.12
C -0.635 1.210 1.276 1.30 0.80 0.92
O -1.318 2.183 1.104 -0.48 -0.35 -0.39
H 0.324 -2.568 -2.479 0.31 -0.12 0.11
H -0.546 -2.335 -0.881 -0.06 -0.16 0.07
H 1.793 -0.830 -2.012 0.53 0.15 0.47
H 1.573 -0.374 0.792 0.37 -0.29 0.10
H 1.405 0.837 -0.380 -0.32 0.29 -0.17
H -1.079 0.064 -0.494 -0.44 0.11 0.37
H -0.741 -0.894 0.973 -0.10 -0.08 0.10
H 0.115 1.269 2.127 -0.47 -0.38 -0.29
```
Forces are in eV/Å.

E_HOMO, hartree: -0.356
Kohn-Sham gap, eV: 10.7
Maximum force, hartree/bohr: 0.0507
ΔE to the lowest compared entry with this formula, charge and spin, kJ/mol: 142.4
Structure (SMILES): C=CCCC=O

=====

Here is C4H12N2S in the gas phase at a distorted geometry from OMol25. Energies are from wB97M-V/def2-TZVPD.

Geometry as XYZ:
```
19
Properties=species:S:1:pos:R:3:forces:R:3
N -1.850 1.428 -0.841 1.23 -2.23 1.73
C -0.549 0.987 -0.267 -0.79 -0.37 0.55
C -0.507 -0.475 0.179 -1.10 0.76 0.87
N -1.755 -0.693 1.111 0.91 -0.11 -1.46
C 0.853 -0.910 0.859 -0.27 2.07 -0.05
C 2.208 -0.441 0.237 -1.03 -0.08 -0.68
S 2.381 -1.288 -1.398 0.41 0.27 -0.24
H -2.249 0.802 -1.530 0.21 0.89 -0.16
H -1.839 2.405 -0.902 -0.58 1.10 -0.98
H 0.244 1.126 -0.974 0.82 0.47 -0.30
H -0.383 1.517 0.677 0.18 0.66 -0.36
H -0.603 -1.004 -0.745 -0.55 -1.13 -0.38
H -2.559 -0.857 0.459 0.99 0.33 1.01
H -1.982 0.190 1.629 0.47 -1.00 -0.91
H 0.850 -1.975 0.994 -0.05 -0.38 0.41
H 0.824 -0.324 1.769 -0.10 -0.53 1.00
H 3.122 -0.616 0.869 -1.08 -0.40 -0.67
H 2.193 0.643 0.089 0.00 -0.16 -0.12
H 1.602 -0.514 -2.214 0.33 -0.17 0.75
```
Forces are in eV/Å.

E_HOMO, hartree: -0.333
Kohn-Sham gap, eV: 9.8
Maximum force, hartree/bohr: 0.0599
ΔE to the lowest compared entry with this formula, charge and spin, kJ/mol: 100.2
Structure (SMILES): NC[C@H](N)CCS

=====

Here is a molecular structure, C5H6IO2P at a distorted geometry from OMol25. Energies are from wB97M-V/def2-TZVPD.

Geometry as XYZ:
```
15
Properties=species:S:1:pos:R:3:forces:R:3
C -0.140 0.399 0.700 -2.50 -0.46 -0.28
C -1.050 0.413 -0.513 -1.04 1.52 0.06
C -0.535 0.346 1.952 0.09 1.74 0.76
C -2.097 1.248 -0.246 0.33 0.36 0.84
C 1.367 -0.971 -0.274 -2.09 0.02 -0.82
O 1.113 0.144 0.284 2.18 -0.85 0.74
O -0.666 -0.311 -1.487 0.64 0.05 0.19
P 2.888 -1.164 -1.158 0.95 0.54 -1.46
I 0.253 -2.731 0.045 0.46 0.23 0.29
H 0.228 0.130 2.657 0.34 -0.04 0.93
H -1.458 0.908 2.252 0.86 -1.57 -0.20
H -2.894 1.610 -0.850 -0.34 -0.43 -0.85
H -2.131 1.687 0.770 0.07 -0.19 -1.09
H 2.896 0.089 -1.910 -0.07 -0.57 0.86
H 2.226 -1.798 -2.223 0.12 -0.35 0.04
```
Forces are in eV/Å.

E_HOMO, hartree: -0.265
Kohn-Sham gap, eV: 6.0
Maximum force, hartree/bohr: 0.0497
ΔE to the lowest compared entry with this formula, charge and spin, kJ/mol: 279.6

=====

Here is 2 unconnected molecules or ions with the total composition C4H8O2 from OMol25. Energies are from wB97M-V/def2-TZVPD.

Geometry as XYZ:
```
14
Properties=species:S:1:pos:R:3:forces:R:3
C -0.450 -1.541 -0.279 0.19 -0.07 -0.09
C 0.815 -1.122 -0.303 -0.12 -0.11 0.01
C 1.271 -0.251 -1.399 0.24 0.11 -0.04
O 2.337 0.324 -1.427 -0.39 -0.24 0.00
H -1.148 -1.265 -1.066 0.17 -0.09 0.07
H -0.857 -2.145 0.527 0.12 0.07 -0.11
H 1.518 -1.314 0.504 -0.06 -0.08 -0.16
H 0.534 -0.138 -2.227 0.12 0.03 0.08
C -0.510 1.505 0.763 0.18 0.35 -0.12
O -1.487 0.518 1.035 -0.07 -0.06 0.37
H 0.523 1.152 0.895 -0.28 0.00 0.04
H -0.664 2.388 1.392 0.05 -0.04 -0.11
H -0.625 1.791 -0.287 -0.02 0.02 0.18
H -1.259 0.098 1.873 -0.13 0.11 -0.11
```
Forces are in eV/Å.

E_HOMO, hartree: -0.364
Kohn-Sham gap, eV: 10.4
Maximum force, hartree/bohr: 0.0088
ΔE to the lowest compared entry with this formula, charge and spin, kJ/mol: 222.8
Structure (SMILES): C=CC=O.CO

=====

Here is 2 unconnected molecules or ions with the total composition C3H10NS2 at a distorted geometry from OMol25. Energies are from wB97M-V/def2-TZVPD.

Geometry as XYZ:
```
16
Properties=species:S:1:pos:R:3:forces:R:3
C -0.560 0.146 0.329 0.06 -0.92 1.94
C -0.855 1.371 1.157 -0.21 0.62 -0.93
S 0.687 2.333 1.296 0.14 -0.04 -0.44
N -1.542 -0.943 0.650 0.32 0.60 -0.57
H -0.446 0.391 -0.706 -0.01 -0.08 -0.66
H 0.403 -0.194 0.725 0.06 -0.32 -0.49
H -1.655 1.912 0.643 0.09 0.39 0.41
H -1.128 1.100 2.143 -0.51 -0.33 0.84
H 0.238 3.313 2.067 -0.20 0.28 0.22
H -2.257 -0.929 -0.085 0.21 0.11 0.28
H -1.020 -1.786 0.375 -0.21 0.22 0.01
C 1.744 -1.283 -1.729 -0.07 -0.25 0.89
S 0.032 -1.953 -1.808 0.44 -0.29 -0.50
H 1.810 -0.184 -1.612 -0.18 -0.26 -0.43
H 2.284 -1.659 -0.830 -0.23 -0.05 -0.51
H 2.266 -1.635 -2.614 0.32 0.33 -0.04
```
Forces are in eV/Å.

E_HOMO, hartree: -0.090
Kohn-Sham gap, eV: 5.5
Maximum force, hartree/bohr: 0.0418
Total charge: -1
ΔE to the lowest compared entry with this formula, charge and spin, kJ/mol: 76.6

=====

- Which of these has the highest maximum force?
  C37H40BrFN6O11STi